{"formula": "C2H12N3O2", "method": "ωB97M-V with the def2-TZVPD basis set", "species": ["C", "N", "C", "N", "N", "H", "H", "H", "H", "H", "H", "H", "H", "H", "H", "O", "H", "H", "O"], "positions_angstrom": [[0.308, 1.678, 0.845], [0.455, 1.506, -0.615], [0.021, 0.523, -1.373], [0.416, 0.291, -2.640], [-0.776, -0.460, -0.868], [-0.406, 2.489, 0.968], [1.236, 2.065, 1.256], [-0.103, 0.832, 1.407], [0.805, 2.315, -1.111], [1.254, 0.674, -3.044], [-0.046, -0.401, -3.206], [-0.408, -1.402, -0.936], [-0.824, -0.314, 0.144], [1.638, -1.279, 0.879], [1.041, -2.653, 1.210], [0.788, -1.736, 1.016], [-1.374, -1.760, 2.557], [-2.446, -1.308, 1.578], [-1.579, -1.059, 1.931]], "charge": 1, "homo_lumo_gap_ev": 11.815, "homo_energy_ha": -0.5418, "spin_multiplicity": 1, "relative_energy_ev": 0.715}

=====

{"formula": "C7H7F3INOS", "method": "ωB97M-V with the def2-TZVPD basis set", "species": ["C", "C", "C", "C", "C", "C", "C", "N", "O", "F", "F", "F", "S", "I", "H", "H", "H", "H", "H", "H", "H"], "positions_angstrom": [[-1.485, 0.640, 0.266], [-1.011, -0.330, 1.466], [-0.458, 0.982, -0.481], [-0.248, -1.470, 0.732], [0.881, 0.364, -0.223], [1.633, -1.897, -0.624], [-0.462, 1.973, -1.614], [0.845, -1.005, 0.085], [-0.301, 0.539, 2.332], [0.418, 1.631, -2.583], [-1.694, 2.102, -2.174], [-0.064, 3.188, -1.131], [-0.735, -3.077, 0.720], [-1.283, 1.459, 3.847], [-2.496, 0.955, 0.148], [-2.012, -0.823, 1.951], [1.566, 0.414, -1.095], [1.470, 0.876, 0.602], [1.935, -1.537, -1.535], [2.552, -2.145, 0.038], [0.947, -2.839, -0.727]], "smiles": "CN1CC(C(F)(F)F)=C[C@H](OI)C1=S", "homo_lumo_gap_ev": 6.934, "homo_energy_ha": -0.3126, "spin_multiplicity": 1, "relative_energy_ev": 1.767}

=====

{"formula": "C4H6BFN2O2", "method": "ωB97M-V with the def2-TZVPD basis set", "species": ["B", "C", "C", "C", "C", "N", "N", "O", "O", "F", "H", "H", "H", "H", "H", "H"], "positions_angstrom": [[-0.809, 0.780, 1.580], [1.405, 0.201, -0.944], [1.483, -0.435, 0.312], [0.807, -0.554, -1.959], [-0.039, -1.860, -0.467], [0.024, -1.592, -1.713], [0.692, -1.479, 0.599], [-0.772, -0.232, 2.385], [-1.112, 1.663, 0.808], [-3.156, 3.235, 0.007], [1.978, 1.107, -1.025], [2.012, -0.092, 1.127], [0.777, -0.125, -2.917], [-0.829, -2.629, -0.115], [-0.093, -0.796, 1.941], [-2.367, 2.809, 0.381]], "homo_lumo_gap_ev": [6.461, 6.499], "homo_energy_ha": [-0.2523, -0.4067], "spin_multiplicity": 3}

=====

{"formula": "C8H10N2O2", "method": "ωB97M-V with the def2-TZVPD basis set", "species": ["C", "C", "C", "C", "C", "C", "C", "C", "N", "N", "O", "O", "H", "H", "H", "H", "H", "H", "H", "H", "H", "H"], "positions_angstrom": [[-3.107, 0.044, 0.736], [-1.947, 0.646, 1.257], [-3.006, -1.077, -0.042], [-0.690, 0.201, 0.892], [-1.762, -1.501, -0.447], [-0.576, -0.910, 0.027], [1.153, -2.008, -1.498], [0.827, -1.418, -0.322], [2.169, 1.914, 0.730], [1.876, -1.194, 0.628], [1.693, -1.074, 1.805], [2.974, -1.359, 0.158], [-3.911, 0.624, 1.172], [-2.294, 1.523, 1.943], [-3.807, -1.710, -0.432], [0.132, 0.714, 1.212], [-1.647, -2.437, -1.156], [2.121, 2.058, -0.300], [0.361, -2.149, -2.304], [2.175, -2.357, -1.702], [3.207, 1.961, 0.930], [1.802, 2.780, 1.217]], "smiles": "C=C(c1ccccc1)[N+](=O)[O-].N", "homo_lumo_gap_ev": 8.764, "homo_energy_ha": -0.3356, "spin_multiplicity": 1, "relative_energy_ev": 5.188}

=====

{"formula": "C9H7ClF2N2O", "method": "ωB97M-V with the def2-TZVPD basis set", "species": ["C", "C", "C", "C", "C", "C", "C", "C", "C", "N", "N", "O", "F", "F", "Cl", "H", "H", "H", "H", "H", "H", "H"], "positions_angstrom": [[0.856, -0.947, -1.222], [1.604, -2.077, -2.828], [-1.763, 2.073, -0.510], [-1.718, 1.975, 0.827], [0.053, -0.193, -0.361], [-0.907, 1.171, -1.247], [-0.857, 1.012, 1.674], [0.297, 0.203, 1.060], [0.564, -1.000, 1.990], [0.744, -1.086, -2.549], [2.223, -2.568, -1.781], [1.798, -1.799, -0.728], [-0.922, 1.029, -2.538], [1.399, 1.038, 0.963], [1.905, -2.351, -4.438], [-2.421, 2.830, -0.841], [-2.476, 2.506, 1.362], [-0.489, 1.757, 2.449], [-1.583, 0.272, 2.108], [0.140, -0.753, 2.986], [1.537, -1.244, 1.973], [0.013, -1.847, 1.648]], "smiles": "C[C@]1(F)CC=CC(F)=C1c1nc(Cl)no1", "homo_lumo_gap_ev": [7.776, 6.153], "homo_energy_ha": [-0.3139, -0.2887], "spin_multiplicity": 1, "relative_energy_ev": 2.841}

=====

{"formula": "C5H14", "method": "ωB97M-V with the def2-TZVPD basis set", "species": ["C", "C", "C", "H", "H", "H", "H", "H", "H", "H", "H", "C", "C", "H", "H", "H", "H", "H", "H"], "positions_angstrom": [[1.851, -0.271, -0.478], [1.406, 1.058, 0.248], [2.762, -0.181, -1.701], [2.177, -0.856, 0.429], [1.012, -1.008, -0.682], [1.510, 1.913, -0.427], [2.285, -0.492, -2.704], [3.114, 0.919, -1.681], [2.094, 1.143, 1.024], [0.315, 1.096, 0.405], [3.449, -0.875, -1.598], [-2.350, -0.618, 0.250], [-3.082, -0.042, 1.564], [-2.452, 0.292, -0.368], [-1.321, -0.772, 0.377], [-2.861, -1.491, -0.050], [-4.106, -0.204, 1.259], [-2.852, 0.949, 1.729], [-2.951, -0.561, 2.402]], "smiles": "CCC.CC", "homo_lumo_gap_ev": 11.761, "homo_energy_ha": -0.3909, "spin_multiplicity": 1, "relative_energy_ev": 2.004}